(1)
The following is a quantum chemistry calculation of a structure of composition C30H35Br2Cl5IrN9OS at a distorted geometry, from the OMol25 dataset.

Last column: Mulliken spin population.
Positions of all 84 atoms, in Å:
Ir 0.34 -0.30 -0.05  0.05
Br 0.87 -5.36 1.78  0.05
C -0.69 -4.32 1.86  0.13
C -1.88 -4.82 2.36  -0.07
C -3.02 -4.03 2.40  0.22
Br -4.60 -4.79 3.06  0.09
C -3.01 -2.68 1.91  0.01
C -4.11 -1.81 1.91  0.03
C -3.96 -0.54 1.40  0.01
C -2.72 -0.13 0.90  0.00
N -1.66 -0.93 0.90  0.02
C -1.81 -2.17 1.40  0.04
C -0.61 -2.98 1.36  0.20
O 0.41 -2.46 0.87  0.26
H -1.91 -5.83 2.73  0.01
H -5.06 -2.14 2.31  0.01
H -4.80 0.15 1.38  0.00
H -2.58 0.86 0.50  -0.01
N 3.00 1.85 1.82  0.00
C 2.54 2.55 3.06  0.00
C 2.35 1.49 4.15  0.00
C 1.17 0.56 3.86  0.00
N 1.45 -0.33 2.71  -0.02
C -0.11 1.37 3.63  0.00
C 0.00 2.45 2.53  0.00
N -0.10 1.86 1.16  -0.02
C 1.26 3.31 2.76  0.00
H 3.97 1.53 1.90  0.00
H 2.91 2.44 0.99  0.00
H 2.38 1.02 1.69  0.01
H 3.32 3.25 3.36  0.00
H 2.15 2.00 5.10  0.00
H 3.26 0.91 4.29  0.00
H 1.01 -0.06 4.75  0.00
H 0.71 -1.02 2.67  0.01
H 2.30 -0.86 2.87  0.00
H -0.37 1.87 4.57  0.00
H -0.94 0.70 3.38  0.00
H -0.85 3.13 2.66  0.00
H 0.24 2.52 0.47  -0.01
H -1.10 1.77 0.96  0.00
H 1.06 3.94 3.63  0.00
H 1.41 3.99 1.92  0.00
C -3.16 4.65 -2.82  0.00
C -1.78 4.00 -2.75  0.00
C -1.84 2.57 -2.35  0.00
N -1.07 2.00 -1.49  -0.02
N -1.31 0.67 -1.31  -0.01
C -2.30 0.22 -2.05  0.01
N -2.77 -1.04 -2.05  0.00
S -3.03 1.46 -3.02  0.00
H -3.06 5.68 -3.15  0.00
H -3.64 4.65 -1.84  0.00
H -3.81 4.14 -3.53  0.00
H -1.14 4.52 -2.05  0.00
H -1.33 4.05 -3.75  0.00
H -2.24 -1.77 -1.61  0.00
H -3.46 -1.29 -2.74  0.00
C -0.96 -4.85 -3.23  0.00
C -0.41 -3.49 -3.05  0.00
C 0.00 -2.53 -3.96  0.00
C 0.43 -1.43 -3.21  0.00
N 0.27 -1.69 -1.91  0.02
N -0.26 -2.93 -1.83  0.00
C 1.02 -0.15 -3.70  0.00
H -0.98 -5.12 -4.28  0.00
H -1.98 -4.92 -2.84  0.00
H -0.35 -5.59 -2.71  0.00
H 0.02 -2.62 -5.03  0.00
H -0.31 -3.40 -0.95  0.01
H 0.68 0.05 -4.72  0.00
H 2.10 -0.23 -3.72  0.00
H 0.74 0.67 -3.04  0.00
Cl 1.73 2.86 -1.36  0.00
C 2.77 1.48 -1.36  -0.01
C 2.39 0.31 -0.71  -0.01
C 3.38 -0.67 -0.61  0.01
Cl 3.08 -2.09 0.32  0.00
C 4.64 -0.54 -1.19  0.00
Cl 5.82 -1.77 -1.02  0.00
C 4.96 0.62 -1.91  0.00
Cl 6.48 0.79 -2.65  0.00
C 4.02 1.65 -1.97  0.00
Cl 4.44 3.12 -2.73  0.00

**Gap between HOMO and LUMO (alpha / beta)**: 0.2384 / 0.1918 Eh
**Expectation value of S²**: 0.9224
**ΔE to the lowest compared entry with this formula, charge and spin**: 327.5 kJ/mol
**2S+1**: 2
**Charge**: +3

(2)
The following is a quantum chemistry calculation of a structure of composition C30H35ClLaN2O2 at a distorted geometry, from the OMol25 dataset.

Last column: Löwdin charge in e.
Positions of all 71 atoms, in Å:
La -0.53 -0.12 -0.43  1.50
Cl 1.89 -0.22 -1.39  -0.13
N -0.18 2.38 -0.80  -0.01
N -0.38 -2.68 -0.42  -0.01
C -1.07 3.02 -1.54  -0.37
C -0.97 -3.30 -1.42  -0.35
C 0.82 3.39 -0.35  -0.56
C 0.09 4.70 -0.60  -0.05
C 2.06 3.32 -1.22  -0.05
C 1.16 3.16 1.11  -0.03
H 1.82 3.59 -2.26  0.08
H 2.49 2.31 -1.22  0.01
H 2.80 4.05 -0.85  0.09
H 0.24 3.12 1.71  0.09
H 1.78 4.00 1.47  0.09
H 1.71 2.23 1.25  0.08
C 0.49 -3.67 0.28  -0.56
C 0.27 -4.95 -0.52  -0.06
C 0.02 -3.82 1.72  -0.03
C 1.95 -3.25 0.23  -0.07
H 2.26 -3.07 -0.81  0.06
H 2.56 -4.07 0.65  0.09
H 2.13 -2.34 0.81  0.06
H -1.03 -4.14 1.73  0.09
H 0.12 -2.88 2.27  0.08
H 0.63 -4.59 2.22  0.09
O -0.66 -4.57 -1.59  0.03
H -0.21 -5.75 0.06  0.13
H 1.18 -5.33 -1.01  0.13
O -1.00 4.34 -1.54  0.03
H 0.68 5.49 -1.09  0.13
H -0.39 5.10 0.30  0.13
C -2.12 2.34 -2.37  -0.07
C -1.97 -2.68 -2.36  -0.08
C -1.47 -1.38 -2.96  -0.32
H -2.87 -2.47 -1.75  0.12
H -2.24 -3.42 -3.12  0.11
C -1.85 -0.16 -2.45  -0.31
C -1.57 1.07 -2.98  -0.31
H 0.56 -0.09 1.93  0.03
C -0.72 1.10 -4.11  -0.26
C -0.26 -0.12 -4.62  -0.04
C -0.31 2.40 -4.74  -0.06
C -0.61 -1.36 -4.09  -0.26
H 0.39 -0.10 -5.50  0.11
C -0.11 -2.63 -4.68  -0.06
H 0.43 -2.43 -5.61  0.07
H -0.92 -3.33 -4.90  0.07
H 0.59 -3.15 -4.00  0.08
H -1.15 3.10 -4.81  0.07
H 0.07 2.22 -5.75  0.07
H 0.49 2.89 -4.16  0.07
H -2.49 3.04 -3.12  0.12
H -2.95 2.10 -1.68  0.12
C 1.41 0.51 6.68  -0.15
C 2.26 0.14 5.61  -0.15
C 1.74 0.01 4.33  -0.09
C 0.38 0.26 4.06  -0.20
C -0.17 0.13 2.76  -0.18
C -1.55 0.28 2.55  -0.22
C -2.38 0.69 3.62  -0.15
C -1.87 0.84 4.90  -0.10
C -0.49 0.62 5.16  -0.20
C 0.06 0.74 6.45  -0.09
H 1.82 0.62 7.68  0.08
H 3.31 -0.05 5.80  0.08
H 2.39 -0.30 3.50  0.09
H -2.03 0.08 1.57  0.02
H -3.44 0.88 3.44  0.09
H -2.50 1.13 5.73  0.09
H -0.61 1.01 7.27  0.09

**Gap between HOMO and LUMO (alpha / beta)**: 0.1300 / 0.1207 Eh
**Charge**: -1

(3)
The following is a quantum chemistry calculation of a structure of composition C30H35F12N2O8PSn at a distorted geometry, from the OMol25 dataset.

Last column: Löwdin charge in e.
Positions of all 89 atoms, in Å:
Sn 1.20 0.03 -0.57  1.23
C -5.39 -0.33 1.34  -0.07
C -4.09 0.23 0.88  -0.30
C -3.89 0.64 -0.42  -0.07
C -2.66 1.17 -0.79  -0.03
C -1.58 1.32 0.10  -0.21
N -0.28 1.64 -0.43  -0.07
C -0.07 2.82 -0.97  -0.23
C -1.07 3.90 -1.03  -0.02
C -0.95 4.98 -1.85  -0.08
C 0.17 5.19 -2.68  -0.28
C 0.15 6.31 -3.66  -0.09
C 1.25 4.31 -2.45  -0.02
C 1.22 3.24 -1.56  -0.09
C 2.58 2.72 -1.02  -0.32
O 2.63 1.47 -0.43  -0.35
C 3.75 2.64 -2.10  -0.56
F 4.21 3.85 -2.59  0.09
F 3.31 1.93 -3.14  0.15
F 4.83 2.04 -1.67  0.17
C 3.02 3.76 0.05  -0.56
F 4.24 3.50 0.57  0.14
F 2.18 3.88 1.06  0.19
F 3.18 4.99 -0.50  0.12
C -1.83 0.96 1.44  -0.04
C -3.06 0.46 1.79  0.00
C -0.72 1.17 2.54  -0.41
O 0.51 0.86 2.15  -0.22
C -1.02 0.31 3.84  -0.55
F -2.06 0.83 4.56  0.09
F 0.01 0.27 4.67  0.16
F -1.41 -0.95 3.60  0.13
C -0.89 2.64 2.98  -0.51
F -0.26 2.92 4.16  0.12
F -0.40 3.54 2.10  0.15
F -2.17 3.00 3.22  0.12
H -6.24 0.37 1.33  0.07
H -5.29 -0.76 2.35  0.07
H -5.75 -1.19 0.70  0.08
H -4.71 0.59 -1.18  0.12
H -2.52 1.53 -1.80  0.10
H -1.97 3.79 -0.45  0.09
H -1.80 5.63 -1.87  0.09
H -0.44 7.12 -3.29  0.05
H -0.24 6.02 -4.63  0.06
H 1.12 6.77 -3.86  0.07
H 2.17 4.48 -2.97  0.10
H -3.24 0.23 2.80  0.09
C -0.55 -5.91 -3.74  -0.08
C 0.05 -4.86 -2.80  -0.34
O -0.18 -5.31 -1.46  -0.33
P 0.54 -4.33 -0.36  0.84
O 0.31 -5.31 0.92  -0.32
C 0.44 -4.58 2.17  -0.32
C 0.70 -5.55 3.29  -0.09
O -0.52 -3.14 -0.14  -0.36
C -1.90 -3.23 0.14  -0.30
C -2.77 -3.05 -1.07  -0.08
H -0.60 -5.51 -4.78  0.08
H -1.55 -6.10 -3.35  0.07
H 0.06 -6.80 -3.67  0.07
H -0.43 -3.88 -2.93  0.10
H 1.15 -4.71 -2.94  0.11
H -0.45 -3.94 2.37  0.12
H 1.29 -3.90 2.08  0.10
H -0.26 -6.00 3.61  0.08
H 1.15 -5.01 4.14  0.08
H 1.34 -6.36 3.01  0.06
H -2.10 -2.46 0.88  0.11
H -2.17 -4.18 0.64  0.12
H -2.56 -2.12 -1.63  0.08
H -3.83 -2.91 -0.74  0.08
H -2.80 -3.89 -1.74  0.06
C -0.06 0.77 -3.73  -0.10
C 0.74 -0.19 -2.88  -0.54
O 1.15 -1.22 -3.40  -0.12
H -0.07 0.45 -4.77  0.06
H 0.33 1.78 -3.63  0.05
H -1.11 0.79 -3.36  0.06
N 3.25 0.40 2.76  0.03
C 3.88 -0.86 2.37  -0.18
C 4.68 -1.43 3.53  -0.54
O 4.20 -1.05 4.71  0.07
O 5.65 -2.17 3.37  0.04
H 2.26 0.48 2.49  0.04
H 3.77 1.21 2.42  0.09
H 3.60 -0.30 4.41  0.09
H 4.49 -0.79 1.44  0.13
H 3.15 -1.61 2.09  0.10

**Gap between HOMO and LUMO**: 0.2092 Eh
**ΔE to the lowest compared entry with this formula, charge and spin**: 0.0 kJ/mol
**Charge**: -2

(4)
The following is a quantum chemistry calculation of a structure of composition C30H35InN9O7S3, from the OMol25 dataset.

Last column: Löwdin charge in e.
Positions of all 85 atoms, in Å:
In 0.72 0.64 -0.29  0.56
O -2.05 -0.16 2.83  0.05
C -1.42 0.47 2.00  -0.57
O -0.66 -0.07 1.11  -0.10
C -1.59 2.00 1.94  -0.08
C -1.91 2.44 0.50  -0.23
C -2.47 3.86 0.49  -0.08
C -1.19 4.70 0.75  -0.09
C -0.14 3.60 0.90  -0.24
O -0.60 2.63 -0.06  -0.13
C -0.31 2.86 2.23  -0.08
C 0.97 2.09 2.57  -0.56
O 1.40 2.07 3.72  0.06
O 1.57 1.54 1.56  -0.12
H -2.38 2.25 2.63  0.15
H -2.43 1.70 -0.11  0.13
H -3.24 4.00 1.26  0.11
H -2.91 4.10 -0.48  0.11
H -1.26 5.32 1.64  0.11
H -0.96 5.33 -0.10  0.11
H 0.88 3.88 0.66  0.16
H -0.50 3.54 3.06  0.15
S 0.12 -0.77 -2.28  0.62
C -1.59 -0.87 -2.23  -1.06
N -2.42 -0.19 -1.50  0.05
C -3.72 -0.60 -1.70  -0.31
C -4.84 -0.09 -1.04  -0.02
C -6.09 -0.59 -1.33  -0.10
C -6.26 -1.60 -2.28  -0.11
C -5.16 -2.13 -2.95  -0.11
C -3.90 -1.63 -2.65  -0.49
S -2.35 -2.08 -3.28  0.99
H -4.70 0.68 -0.29  0.11
H -6.96 -0.20 -0.81  0.09
H -7.25 -1.98 -2.49  0.09
H -5.29 -2.92 -3.68  0.10
C 1.15 4.02 -4.57  -0.03
N 1.89 3.49 -3.44  -0.06
C 3.21 3.78 -3.25  -0.08
C 3.90 3.28 -2.21  0.00
C 3.22 2.39 -1.27  -0.50
O 3.82 1.90 -0.31  0.01
N 1.88 2.13 -1.50  0.10
C 1.20 2.65 -2.56  -0.53
O 0.02 2.43 -2.79  0.02
H 1.81 4.65 -5.16  0.08
H 0.29 4.60 -4.22  0.09
H 0.77 3.21 -5.19  0.09
H 3.66 4.43 -3.98  0.12
H 4.94 3.50 -2.05  0.10
C 0.20 -3.07 1.82  -0.18
N -0.33 -2.96 0.47  -0.09
C 0.12 -4.11 -0.31  -0.19
N -0.31 -5.39 0.29  -0.09
C 0.22 -5.44 1.65  -0.20
N -0.22 -4.32 2.48  -0.09
C -1.69 -4.33 2.51  -0.18
N -2.28 -4.24 1.17  -0.08
C -1.79 -2.99 0.55  -0.16
C -1.77 -5.36 0.38  -0.19
H -0.16 -2.22 2.40  0.12
H 1.29 -3.04 1.77  0.11
H 1.21 -4.09 -0.36  0.11
H -0.28 -4.03 -1.32  0.11
H 1.31 -5.43 1.61  0.12
H -0.10 -6.38 2.12  0.11
H -2.03 -3.47 3.10  0.13
H -2.03 -5.25 2.99  0.12
H -2.13 -2.14 1.14  0.11
H -2.21 -2.93 -0.46  0.10
H -2.19 -5.29 -0.63  0.12
H -2.11 -6.30 0.83  0.12
C 5.35 -2.67 0.39  -0.05
N 4.91 -1.57 1.22  -0.13
C 5.54 -1.07 2.35  -0.06
C 4.78 -0.06 2.81  -0.06
N 3.70 0.05 1.97  0.10
C 3.77 -0.87 1.00  -0.70
S 2.68 -1.18 -0.27  0.70
H 6.30 -3.04 0.78  0.09
H 5.48 -2.33 -0.63  0.09
H 4.61 -3.47 0.40  0.08
H 6.46 -1.49 2.71  0.11
H 4.90 0.59 3.65  0.12
H 2.91 0.75 1.98  0.10

**Gap between HOMO and LUMO**: 0.2754 Eh
**ΔE to the lowest compared entry with this formula, charge and spin**: 0.0 kJ/mol
**Charge**: -1

> The lowest charge belongs to which entry?

C30H35F12N2O8PSn